[1]
Here is 6 unconnected molecules or ions with the total composition C26H58BCl2NO10 at a distorted geometry from OMol25. Energies are from wB97M-V/def2-TZVPD.

Output
* SMILES: C#CCB(N)/C(Cl)=C(\C)Cl.COCCOC.COCCOC.COCCOC.COCCOC.COCCOC
* LUMO: 0.0125 hartree
* net charge: 0
* E_tot: -75581.6899 eV
* HOMO-LUMO gap: 9.45 eV

Last column: Löwdin charge in e.
Element x y z (Å)
C: 3.91628 -0.43391 1.83536  0.094
C: 2.76097 -0.54421 2.13410  -0.176
C: 1.33757 -0.67391 2.40725  -0.109
B: 0.54743 0.59068 1.81358  -0.496
N: 1.06764 1.27373 0.67989  0.206
C: -0.79281 1.09614 2.47559  -0.636
Cl: -0.66374 2.46550 3.52856  0.681
C: -1.95540 0.51625 2.19207  -0.749
C: -2.11342 -0.66000 1.28279  -0.097
Cl: -3.44000 1.11564 2.88348  0.663
H: 4.82833 -0.00832 1.49362  0.029
H: 1.01390 -1.59288 1.91662  0.114
H: 1.18773 -0.74818 3.48116  0.112
H: 1.16854 0.68835 -0.13911  0.103
H: 0.49153 2.08191 0.46457  0.072
H: -1.77538 -1.58190 1.74911  0.088
H: -3.16903 -0.79928 1.07870  0.060
H: -1.60746 -0.52365 0.33190  0.086
C: 0.20912 7.36116 -2.11787  -0.114
O: 1.36679 6.65104 -2.51990  -0.185
C: 2.00247 5.98351 -1.44224  -0.203
C: 1.59597 4.52907 -1.36812  -0.203
O: 0.21353 4.37250 -1.07048  -0.208
C: -0.59075 4.12297 -2.21186  -0.102
H: -0.37677 7.58205 -3.00875  0.093
H: -0.40499 6.76849 -1.43651  0.072
H: 0.48372 8.30377 -1.63098  0.091
H: 1.77968 6.48301 -0.49438  0.128
H: 3.08150 6.04525 -1.61156  0.127
H: 2.14982 4.05071 -0.55428  0.121
H: 1.85031 4.01142 -2.29800  0.129
H: -0.50251 3.07477 -2.52062  0.087
H: -0.31824 4.76857 -3.04839  0.088
H: -1.62593 4.32326 -1.93783  0.080
C: -6.25549 7.65480 0.65822  -0.110
O: -5.12024 7.52596 1.49562  -0.188
C: -4.33639 6.37805 1.21356  -0.202
C: -3.12971 6.70666 0.36208  -0.206
O: -3.49473 7.16555 -0.93132  -0.200
C: -3.46432 8.57660 -1.06314  -0.106
H: -6.61162 8.68053 0.74019  0.089
H: -6.01519 7.44755 -0.38664  0.083
H: -7.05188 6.97833 0.98659  0.089
H: -4.94462 5.60769 0.72922  0.122
H: -3.98896 5.98062 2.17184  0.128
H: -2.53976 5.79423 0.22614  0.118
H: -2.49652 7.44347 0.86598  0.129
H: -2.43021 8.91846 -1.18720  0.081
H: -3.90778 9.08277 -0.20358  0.086
H: -4.02994 8.84160 -1.95501  0.090
C: 7.57405 -4.15390 -0.84931  -0.113
O: 7.56727 -3.67901 0.48445  -0.190
C: 6.31324 -3.15154 0.89092  -0.212
C: 5.51044 -4.14556 1.69973  -0.200
O: 5.13963 -5.28183 0.93286  -0.199
C: 5.98070 -6.40389 1.13847  -0.109
H: 8.44836 -4.79198 -0.96868  0.089
H: 6.67909 -4.73661 -1.07745  0.083
H: 7.64978 -3.31775 -1.55332  0.088
H: 5.73777 -2.81463 0.02315  0.125
H: 6.51907 -2.27944 1.51814  0.117
H: 4.58640 -3.65963 2.02598  0.117
H: 6.06619 -4.44878 2.59225  0.128
H: 5.71640 -6.90593 2.07581  0.090
H: 7.03687 -6.12852 1.16395  0.085
H: 5.81831 -7.09694 0.31441  0.083
C: -3.71725 1.11461 -3.20807  -0.105
O: -3.51583 0.85277 -1.83020  -0.199
C: -3.98519 1.89229 -0.98308  -0.205
C: -5.34593 1.58531 -0.39518  -0.210
O: -6.36098 1.52204 -1.38409  -0.186
C: -6.68263 0.20074 -1.77982  -0.109
H: -3.61170 0.17197 -3.74299  0.090
H: -4.71191 1.52052 -3.40220  0.086
H: -2.96212 1.81672 -3.57859  0.082
H: -4.00938 2.84487 -1.52143  0.123
H: -3.26639 1.98567 -0.16205  0.110
H: -5.61604 2.39459 0.28949  0.123
H: -5.30979 0.65694 0.18322  0.113
H: -7.32689 -0.27578 -1.03299  0.089
H: -5.78854 -0.40924 -1.92540  0.083
H: -7.22412 0.26019 -2.72260  0.089
C: 0.78431 -10.86644 -0.16122  -0.112
O: 0.69852 -10.07159 1.00792  -0.191
C: 1.76238 -10.29087 1.91999  -0.207
C: 2.84080 -9.23537 1.80413  -0.209
O: 3.49312 -9.27310 0.54587  -0.195
C: 3.00799 -8.30457 -0.36923  -0.105
H: 0.12358 -10.42829 -0.90763  0.089
H: 1.80000 -10.89172 -0.56116  0.083
H: 0.45191 -11.88942 0.04624  0.088
H: 2.19046 -11.28785 1.77740  0.126
H: 1.33713 -10.24688 2.92730  0.125
H: 3.60116 -9.42957 2.56713  0.124
H: 2.42348 -8.24109 1.99086  0.128
H: 3.42582 -7.31952 -0.13427  0.075
H: 1.91794 -8.24276 -0.36158  0.085
H: 3.33340 -8.59565 -1.36714  0.091

[2]
Here is a molecular structure, C26H58Br6 at a distorted geometry from OMol25. Energies are from wB97M-V/def2-TZVPD.

Output
* LUMO: 0.0002 hartree
* energy above the lowest of the compared OMol25 structures with the same formula, charge and spin: 0.795 eV
* net charge: 0
* E_tot: -448155.6480 eV
* HOMO-LUMO gap: 10.31 eV

Last column: Löwdin charge in e.
Element x y z (Å)
C: 16.82027 18.50380 12.75617  -1.734
Br: 17.42533 20.00709 11.74718  0.627
Br: 14.94079 18.53022 12.91265  0.621
Br: 17.69774 18.33081 14.41116  0.639
H: 17.06468 17.65630 12.13377  -0.097
C: 13.21718 14.40342 13.00404  -1.672
Br: 14.18398 13.35445 11.70891  0.552
Br: 13.21237 13.62858 14.69929  0.610
Br: 11.37597 14.66932 12.37511  0.536
H: 13.75096 15.39395 13.02272  -0.029
C: 10.44804 8.11754 19.50760  -0.133
C: 9.95238 7.80100 18.10699  -0.286
C: 10.78785 8.51922 17.06458  -0.239
C: 10.26763 8.44379 15.63586  -0.222
C: 10.37465 7.02839 15.05966  -0.286
C: 9.73242 6.93010 13.68694  -0.122
H: 9.78514 7.79145 20.31402  0.059
H: 10.49541 9.23352 19.59590  0.081
H: 11.45810 7.59537 19.66335  0.097
H: 9.93985 6.67773 17.85438  0.124
H: 8.84086 8.06251 18.05498  0.111
H: 11.74154 8.05319 17.00460  0.101
H: 11.00956 9.50558 17.31836  0.085
H: 9.23171 8.77837 15.51342  0.095
H: 10.70969 9.13371 14.86473  0.123
H: 11.43878 6.74169 14.97350  0.117
H: 9.87072 6.23794 15.58429  0.091
H: 10.04518 6.05056 13.16897  0.056
H: 8.67119 6.92908 13.74900  0.063
H: 10.21036 7.75065 13.09994  0.085
C: 17.62149 16.37668 8.39836  -0.111
C: 17.51779 16.78733 9.85121  -0.264
C: 18.86559 16.73117 10.62377  -0.218
C: 19.27208 15.33206 11.06792  -0.242
C: 18.54892 14.87998 12.31467  -0.271
C: 19.03188 13.47220 12.83544  -0.100
H: 18.36928 16.95877 7.92735  0.058
H: 16.79563 16.35687 7.70695  0.065
H: 18.04624 15.34372 8.26217  0.082
H: 17.14033 17.82718 9.79993  0.075
H: 16.72515 16.32554 10.47649  0.100
H: 18.74064 17.27551 11.58719  0.061
H: 19.72580 17.23071 10.20650  0.110
H: 19.02043 14.60490 10.26690  0.120
H: 20.30542 15.32877 11.35107  0.104
H: 18.77300 15.60453 13.10773  0.077
H: 17.41506 14.92437 12.09385  0.115
H: 18.82382 13.32017 13.89257  0.057
H: 18.66493 12.69076 12.15294  0.069
H: 20.15259 13.37531 12.84050  0.078
C: 6.21785 11.41613 21.15800  -0.102
C: 6.11240 10.32864 20.08704  -0.273
C: 4.86845 10.32611 19.17325  -0.224
C: 4.98085 9.30599 18.07509  -0.240
C: 5.27968 9.87882 16.67262  -0.268
C: 6.57964 10.65927 16.58354  -0.107
H: 7.14051 11.32764 21.67318  0.053
H: 5.42354 11.39626 21.89466  0.068
H: 6.19814 12.40102 20.64056  0.063
H: 6.97950 10.46012 19.46230  0.079
H: 6.26550 9.32024 20.54904  0.120
H: 4.65474 11.29791 18.75724  0.104
H: 4.01538 10.01787 19.84408  0.124
H: 5.84319 8.58194 18.20424  0.117
H: 4.09447 8.66290 18.04183  0.104
H: 5.39862 9.10306 15.90170  0.106
H: 4.39934 10.48108 16.40231  0.105
H: 7.37514 9.90065 16.87259  0.080
H: 6.79075 10.98731 15.61199  0.050
H: 6.69581 11.48858 17.27482  0.046
C: 6.15214 16.77490 20.47318  -0.122
C: 6.81976 15.61063 19.79418  -0.320
C: 7.27448 15.80380 18.37388  -0.217
C: 7.92411 14.43497 17.91208  -0.236
C: 8.54585 14.38388 16.52424  -0.261
C: 9.41117 15.60516 16.11239  -0.099
H: 5.12187 16.89099 20.12059  0.071
H: 6.67695 17.70149 20.22734  0.078
H: 6.07297 16.54179 21.52294  0.065
H: 7.71463 15.50034 20.41868  0.109
H: 6.25370 14.65299 19.87307  0.103
H: 8.10819 16.57143 18.28902  0.122
H: 6.42144 16.07084 17.70967  0.124
H: 8.63676 14.10590 18.67242  0.107
H: 7.09862 13.66681 17.94786  0.097
H: 9.02704 13.40669 16.45942  0.097
H: 7.68805 14.34631 15.82993  0.105
H: 8.75929 16.43723 15.80944  0.078
H: 10.02787 15.94396 16.91138  0.058
H: 9.99562 15.33546 15.25940  0.017

[3]
Here is a molecular structure, C26H58HfP4Se at a distorted geometry from OMol25. Energies are from wB97M-V/def2-TZVPD.

Output
* LUMO: -0.5065 hartree
* energy above the lowest of the compared OMol25 structures with the same formula, charge and spin: 0.197 eV
* net charge: +4
* E_tot: -131669.9624 eV
* HOMO-LUMO gap: 5.58 eV

Last column: Löwdin charge in e.
Element x y z (Å)
Hf: -0.08112 0.88310 -0.91818  0.908
P: -0.49893 -1.51669 1.45530  0.933
P: -2.23696 2.04602 -0.34715  0.685
P: 1.31089 1.92172 1.04130  0.695
H: 2.91562 -3.19474 -1.31829  0.050
C: 2.66780 -3.25190 -0.25862  -0.067
C: 2.04766 -4.34084 0.23154  -0.060
H: 1.67666 -5.11647 -0.45214  0.086
C: -1.08315 -3.15768 1.03273  -0.156
C: -1.71938 -0.67250 2.46854  -0.170
C: 1.05717 -1.74672 2.30719  -0.165
C: -2.68919 3.52618 -1.34438  -0.223
C: -3.79107 1.08782 -0.46933  -0.211
C: -2.37353 2.77741 1.33171  -0.211
C: 3.08751 1.48050 1.07940  -0.210
C: 0.94205 1.84250 2.84124  -0.235
C: 1.46230 3.75112 0.89999  -0.232
H: 3.04243 -2.44254 0.37130  0.047
H: 2.01234 -4.56722 1.30405  0.081
H: -0.23516 -3.83956 0.89063  0.047
H: -1.67665 -3.13553 0.11213  0.044
H: -1.70411 -3.52879 1.85770  0.104
H: -2.54240 -0.30602 1.83336  0.041
H: -1.26764 0.17101 3.01173  0.054
H: -2.11868 -1.40427 3.18395  0.104
H: 1.62876 -2.54430 1.81620  0.018
H: 0.85110 -2.05785 3.34357  0.120
H: 1.66314 -0.83509 2.31075  0.029
H: -3.70321 3.84290 -1.05895  0.088
H: -2.66933 3.29678 -2.41700  0.045
H: -1.98356 4.34528 -1.15331  0.062
H: -4.64259 1.77694 -0.40445  0.091
H: -3.86446 0.34655 0.33572  0.047
H: -3.83492 0.56120 -1.43157  0.039
H: -3.28385 3.38988 1.37586  0.094
H: -1.50870 3.41897 1.54344  0.041
H: -2.42969 1.99503 2.09780  0.036
H: 3.54177 1.87778 1.99853  0.090
H: 3.60161 1.90121 0.20895  0.036
H: 3.20955 0.39189 1.05686  0.041
H: 1.66587 2.48700 3.36171  0.085
H: 1.03168 0.82479 3.23343  0.029
H: -0.06840 2.21234 3.05058  0.044
H: 1.90656 4.13850 1.82710  0.085
H: 0.48278 4.21636 0.74716  0.043
H: 2.09741 4.01415 0.04597  0.026
C: 2.57563 2.70832 -2.40819  -0.574
C: 3.19182 1.47306 -2.62062  -0.143
C: 4.55389 1.33929 -2.34539  -0.049
C: 5.30258 2.46895 -2.00904  -0.026
C: 4.71551 3.73890 -1.94688  -0.016
C: 3.34615 3.86612 -2.16731  -0.117
Se: 0.63160 2.88467 -2.35797  0.804
H: -0.47296 -0.69350 0.09039  -0.088
H: 2.60921 0.61436 -2.94949  0.059
H: 5.01433 0.34948 -2.37534  0.130
H: 6.36212 2.36509 -1.79772  0.133
H: 5.31850 4.61838 -1.70240  0.141
H: 2.85992 4.84443 -2.14862  0.124
C: 1.80433 -1.97309 -3.52265  -0.112
C: 0.30307 -2.25062 -3.45809  -0.522
C: 0.03878 -3.40785 -2.49500  -0.098
P: -0.65419 -0.70523 -3.05463  0.978
C: -0.41805 0.32659 -4.60745  -0.547
C: -0.09037 -0.43193 -5.90363  -0.066
C: -1.58145 1.29994 -4.84355  -0.107
C: -2.43582 -1.25112 -3.21758  -0.526
C: -2.73824 -2.02602 -4.50581  -0.058
C: -2.96104 -2.01457 -1.99840  -0.125
H: 2.31710 -2.86576 -3.91381  0.119
H: 2.20398 -1.77742 -2.51975  0.043
H: 2.07401 -1.13405 -4.17329  0.067
H: -0.05187 -2.55108 -4.45555  0.109
H: 0.33170 -3.14834 -1.46984  0.030
H: -0.99977 -3.75570 -2.49709  0.068
H: 0.65852 -4.27023 -2.78470  0.114
H: 0.47106 0.92935 -4.33518  0.044
H: -0.91673 -1.07606 -6.22781  0.081
H: 0.07305 0.30751 -6.70122  0.115
H: 0.81691 -1.04029 -5.83427  0.076
H: -1.83562 1.88483 -3.94814  0.028
H: -1.28313 2.02011 -5.62097  0.114
H: -2.48488 0.78348 -5.20085  0.093
H: -2.96827 -0.28856 -3.27123  0.083
H: -2.09658 -2.90740 -4.62795  0.093
H: -3.77384 -2.38942 -4.45783  0.115
H: -2.66514 -1.41253 -5.40856  0.074
H: -2.63958 -1.57733 -1.04426  0.023
H: -4.06180 -1.99051 -2.01085  0.113
H: -2.66863 -3.07157 -2.01442  0.074

[4]
Here is a molecular structure, C26H58MgO17S6 at a distorted geometry from OMol25. Energies are from wB97M-V/def2-TZVPD.

Output
* LUMO: -0.0176 hartree
* energy above the lowest of the compared OMol25 structures with the same formula, charge and spin: 0.000 eV
* net charge: 0
* E_tot: -133165.4377 eV
* HOMO-LUMO gap: 7.25 eV

Last column: Löwdin charge in e.
Element x y z (Å)
Mg: 0.37795 1.49803 1.40739  0.530
O: -1.28943 0.53681 1.19196  -0.338
C: -1.06413 -0.24149 0.06329  -0.369
C: 0.44057 -0.65032 -0.12172  -0.376
O: 1.40469 0.26425 0.23181  -0.315
H: -1.47217 0.27912 -0.83109  0.073
H: -1.57410 -1.22848 0.10710  0.082
H: 0.51629 -0.95728 -1.19445  0.096
H: 0.56315 -1.61630 0.42173  0.086
C: -0.76329 -0.84864 -4.31211  -0.023
C: -1.45888 -2.14241 -3.96263  -0.303
C: -2.52836 -2.06448 -2.87256  -0.095
O: -3.66844 -2.70193 -3.43784  0.072
C: -3.46414 -2.93577 -4.75634  -0.566
O: -4.28566 -3.33122 -5.51098  0.164
O: -2.18498 -2.66494 -5.09971  0.087
H: -0.31920 -0.95322 -5.30240  0.092
H: -0.00356 -0.63264 -3.56082  0.068
H: -1.48452 -0.02904 -4.37725  0.085
H: -0.72947 -2.91037 -3.70298  0.121
H: -2.76373 -1.02690 -2.61978  0.119
H: -2.17611 -2.57982 -1.98341  0.092
C: 4.24000 3.76687 -1.25587  -0.022
C: 4.04363 2.28739 -1.00643  -0.315
C: 3.04028 1.57753 -1.93013  -0.091
O: 3.77214 0.44952 -2.44228  0.051
C: 5.03760 0.46530 -1.97588  -0.556
O: 5.83955 -0.38328 -2.17455  0.180
O: 5.26256 1.56728 -1.21909  0.091
H: 4.79592 3.88183 -2.18806  0.096
H: 4.78531 4.20335 -0.42270  0.076
H: 3.26640 4.23576 -1.40023  0.059
H: 3.72192 2.09427 0.01926  0.118
H: 2.79568 2.20675 -2.79812  0.129
H: 2.14120 1.24036 -1.41388  0.085
C: 2.15174 -3.40800 -3.70937  -0.003
C: 3.34283 -2.87179 -2.94721  -0.298
C: 3.19689 -2.83992 -1.41928  -0.072
O: 4.46544 -3.31632 -0.94339  0.059
C: 5.22301 -3.70782 -1.99837  -0.567
O: 6.37157 -3.98276 -1.94570  0.169
O: 4.45142 -3.77149 -3.11769  0.078
H: 2.52530 -3.84778 -4.63614  0.094
H: 1.45075 -2.62360 -3.98643  0.062
H: 1.62300 -4.18229 -3.15310  0.077
H: 3.62493 -1.88288 -3.31231  0.137
H: 2.40807 -3.51541 -1.08535  0.095
H: 2.99528 -1.84076 -1.03352  0.121
C: -1.88669 -4.17348 0.86504  -0.269
S: -0.75096 -4.99798 -0.24458  0.852
O: -0.48181 -4.04992 -1.35429  -0.549
C: 0.66274 -4.94826 0.86329  -0.244
H: -2.84533 -3.98886 0.38846  0.058
H: -1.45105 -3.24410 1.23428  0.024
H: -2.03601 -4.83829 1.72359  0.061
H: 0.75967 -5.90663 1.38230  0.056
H: 0.54672 -4.18729 1.63671  0.033
H: 1.59174 -4.78491 0.32526  0.042
C: 2.70076 3.63140 3.98076  -0.241
S: 2.94475 3.72489 2.21656  0.908
O: 2.07173 2.67220 1.62152  -0.560
C: 2.11763 5.29523 1.97104  -0.225
H: 1.62988 3.70075 4.19231  0.066
H: 3.18283 4.47865 4.46884  0.065
H: 3.06777 2.66922 4.32242  0.054
H: 1.22525 5.35103 2.58713  0.067
H: 1.98190 5.39764 0.90025  0.041
H: 2.83597 6.05062 2.30467  0.065
C: -0.56724 5.11321 -1.27216  -0.216
S: 0.26376 3.53766 -1.13335  0.878
O: -0.12436 2.99459 0.18759  -0.527
C: -0.69698 2.63637 -2.32564  -0.218
H: -0.24353 5.63430 -0.36652  0.048
H: -1.65249 5.03347 -1.28216  0.068
H: -0.16068 5.66925 -2.11513  0.064
H: -1.73042 2.67004 -1.98802  0.041
H: -0.36214 1.59810 -2.32230  0.041
H: -0.55679 3.03393 -3.32997  0.076
C: 1.50929 -0.31506 5.52706  -0.234
S: 0.23609 -0.12726 4.27884  0.903
O: 0.81707 0.73281 3.20146  -0.551
C: 0.29505 -1.74986 3.55336  -0.241
H: 1.18637 -1.14621 6.15158  0.059
H: 1.50518 0.61508 6.09087  0.050
H: 2.47804 -0.47352 5.05832  0.070
H: 1.30714 -1.93626 3.18644  0.080
H: -0.41385 -1.72201 2.72825  0.027
H: 0.05882 -2.54020 4.26928  0.067
C: -5.56473 2.34787 1.33000  -0.285
S: -5.36492 2.82985 -0.37460  0.823
O: -4.67287 4.15484 -0.37759  -0.566
C: -4.06751 1.68356 -0.82743  -0.277
H: -5.81589 1.28641 1.36788  0.032
H: -6.39615 2.90325 1.76191  0.057
H: -4.67187 2.58820 1.90698  0.057
H: -3.13250 2.05641 -0.40172  0.040
H: -3.93759 1.81484 -1.90665  0.044
H: -4.26126 0.63200 -0.63369  0.054
C: -3.84642 -0.96164 2.55330  -0.264
S: -4.73260 0.04628 3.72573  0.799
O: -6.15751 -0.32145 3.51526  -0.542
C: -4.14218 -0.79092 5.19239  -0.272
H: -3.86465 -0.54242 1.54825  0.035
H: -4.30963 -1.94756 2.50406  0.065
H: -2.78900 -1.00407 2.82297  0.032
H: -3.06504 -0.59816 5.28637  0.036
H: -4.28774 -1.86851 5.18983  0.062
H: -4.58062 -0.28420 6.05204  0.050